1.
{"formula": "C3H7N2", "method": "the ωB97M-V functional and the def2-TZVPD basis", "species": ["C", "C", "C", "N", "N", "H", "H", "H", "H", "H", "H", "H"], "xyz": [[-0.826, -0.911, 0.044], [-0.265, 1.525, -0.338], [0.997, 0.933, 0.095], [-0.197, 0.131, -0.327], [-0.198, -1.958, 0.388], [-1.877, -0.989, -0.359], [-1.032, 1.999, 0.465], [-0.348, 2.108, -1.236], [1.673, 0.901, -0.638], [1.283, 0.899, 1.236], [-0.706, -2.744, 0.593], [0.768, -1.801, 0.740]], "e_lumo_ev": -3.936, "gap_ev": 11.5, "e_tot_ha": -227.69513, "charge": 1, "e_above_lowest_kcal_mol": 37.2}

---

2.
{"formula": "C3H7N2", "method": "the ωB97M-V functional and the def2-TZVPD basis", "species": ["C", "C", "C", "N", "N", "H", "H", "H", "H", "H", "H", "H"], "xyz": [[-2.221, -0.463, 0.734], [-2.604, 0.210, -0.176], [1.242, 0.247, 0.751], [2.235, -0.516, 0.396], [0.356, 0.571, -0.402], [-1.763, -1.277, 1.235], [-2.937, 0.780, -1.013], [2.195, -0.823, -0.618], [2.987, -0.660, 1.077], [0.766, 1.504, -0.777], [-0.668, 0.440, 0.051], [0.413, -0.013, -1.258]], "e_lumo_ev": -3.820, "gap_ev": 10.6, "e_tot_ha": -227.59344, "charge": 1, "e_above_lowest_kcal_mol": 101.0}

---

3.
{"formula": "C3H7N2", "method": "the ωB97M-V functional and the def2-TZVPD basis", "species": ["C", "C", "C", "N", "N", "H", "H", "H", "H", "H", "H", "H"], "xyz": [[-1.023, 0.933, 0.085], [0.476, 0.996, -0.097], [-0.492, -1.172, -0.120], [-1.493, -0.242, 0.080], [0.887, -0.426, 0.195], [-1.498, 1.917, 0.201], [0.621, 1.263, -1.150], [0.990, 1.643, 0.738], [-0.744, -1.939, 0.534], [-0.464, -1.633, -1.087], [1.518, -0.969, -0.536], [1.222, -0.371, 1.156]], "e_lumo_ev": -3.916, "gap_ev": 11.7, "e_tot_ha": -227.70701, "charge": 1, "e_above_lowest_kcal_mol": 29.7}